a | 11
Properties=species:S:1:pos:R:3 method="wB97M-V/def2-TZVPD" smiles="O=C(S)CC(=S)S" lumo_energy_ev=-0.6 homo_ha=-0.330
O -1.74 -0.65 0.19
C -0.97 0.30 0.19
S -1.47 1.92 -0.42
C 0.47 0.25 0.71
C 1.39 -0.42 -0.31
S 2.64 0.45 -0.90
S 1.09 -2.05 -0.75
H -2.57 1.45 -1.04
H 0.79 1.28 0.92
H 0.49 -0.38 1.60
H -0.12 -2.16 -0.19

b | 11
Properties=species:S:1:pos:R:3 method="wB97M-V/def2-TZVPD" smiles="O=C1SCSCS1" lumo_energy_ev=0.4 homo_ha=-0.345
O 1.25 -2.16 0.84
C 0.58 -1.25 0.50
S 0.61 0.21 1.60
C -0.45 1.43 0.93
S -0.37 1.76 -0.85
C -1.15 0.20 -1.39
S -0.16 -1.28 -1.14
H -1.50 1.20 1.15
H -0.17 2.32 1.48
H -1.25 0.25 -2.49
H -2.15 0.18 -0.94

Most stable to least stable: b, a